Record 1
9 unconnected molecules or ions with the total composition C36H88O17 in a non-equilibrium geometry. Source: the OMol25 dataset; level of theory: ωB97M-V/def2-TZVPD.

Relative energy (zero: lowest compared OMol25 entry of this formula, charge and spin), eV: 2.978
SMILES: C1CCOC1.COCCOC.COCCOC.COCCOC.COCCOC.COCCOC.COCCOC.COCCOC.COCCOC
Total energy, eV: -73550.29472
HOMO, hartree: -0.344

The geometry in ORCA input format:
```
! wB97M-V def2-TZVPD RIJCOSX def2/J DEFGRID3
* xyz 0 1
C 0.54 -0.82 -0.22
C 0.52 -1.82 0.99
C -0.98 -1.68 1.57
O -1.62 -0.74 0.69
C -0.94 -0.77 -0.55
H 1.34 -1.07 -0.92
H 0.62 0.25 -0.01
H 1.38 -1.68 1.65
H 0.57 -2.82 0.55
H -0.92 -1.36 2.60
H -1.48 -2.65 1.60
H -1.19 0.05 -1.23
H -1.31 -1.56 -1.20
C -1.95 5.77 -2.94
O -1.37 7.03 -2.66
C -2.10 8.20 -3.06
C -1.68 9.34 -2.13
O -2.22 10.56 -2.69
C -3.49 10.94 -2.28
H -2.23 5.75 -4.00
H -2.80 5.58 -2.29
H -1.14 5.04 -3.02
H -3.14 7.91 -2.93
H -1.82 8.39 -4.09
H -0.62 9.39 -1.89
H -2.10 9.11 -1.15
H -4.21 10.17 -2.56
H -3.67 11.82 -2.89
H -3.40 11.17 -1.22
C 1.57 4.78 2.62
O 2.15 5.35 1.47
C 2.22 4.60 0.26
C 3.09 5.52 -0.66
O 3.67 4.87 -1.76
C 4.13 5.78 -2.85
H 0.71 4.15 2.40
H 1.33 5.39 3.49
H 2.22 4.08 3.15
H 1.22 4.42 -0.14
H 2.77 3.67 0.40
H 3.88 6.10 -0.20
H 2.42 6.31 -0.98
H 4.71 5.23 -3.59
H 4.79 6.51 -2.39
H 3.36 6.24 -3.47
C -4.09 -0.88 6.32
O -4.18 -0.92 7.73
C -3.18 -0.20 8.48
C -1.78 -0.77 8.35
O -1.18 -0.09 7.25
C 0.04 -0.59 6.82
H -5.01 -1.22 5.86
H -3.40 -1.69 6.06
H -3.92 0.05 5.77
H -3.41 -0.27 9.55
H -3.15 0.88 8.28
H -1.96 -1.82 8.15
H -1.19 -0.77 9.28
H 0.71 -0.82 7.65
H 0.58 0.03 6.11
H -0.04 -1.56 6.31
C -1.34 -1.90 -7.07
O -0.38 -2.37 -8.01
C 0.07 -1.38 -8.89
C 1.07 -1.89 -9.89
O 1.23 -0.99 -10.93
C 2.44 -1.21 -11.64
H -1.91 -2.55 -6.40
H -1.98 -1.19 -7.59
H -0.82 -1.31 -6.31
H 0.51 -0.50 -8.42
H -0.79 -1.00 -9.43
H 0.78 -2.89 -10.21
H 2.08 -2.05 -9.51
H 2.39 -0.63 -12.56
H 2.65 -2.27 -11.77
H 3.27 -0.87 -11.02
C 4.00 -10.01 4.13
O 2.86 -9.20 3.87
C 2.22 -8.48 4.96
C 2.98 -7.26 5.53
O 3.12 -6.17 4.60
C 3.68 -6.46 3.28
H 4.73 -9.33 4.57
H 4.28 -10.19 3.09
H 3.72 -10.82 4.80
H 1.86 -9.10 5.78
H 1.27 -8.21 4.49
H 3.89 -7.70 5.94
H 2.42 -6.91 6.39
H 2.92 -7.01 2.71
H 4.57 -7.06 3.43
H 3.94 -5.61 2.64
C -4.72 3.19 2.06
O -4.79 4.50 1.44
C -3.89 5.50 1.89
C -3.86 5.87 3.37
O -3.45 4.76 4.27
C -3.69 5.07 5.66
H -4.98 3.22 3.12
H -3.74 2.72 2.16
H -5.40 2.54 1.51
H -4.18 6.37 1.29
H -2.85 5.42 1.56
H -4.86 6.14 3.71
H -3.12 6.65 3.55
H -3.18 4.30 6.23
H -4.74 4.98 5.92
H -3.41 6.09 5.93
C -1.44 -6.26 -1.41
O -2.12 -5.97 -0.21
C -3.57 -5.85 -0.30
C -4.36 -6.00 1.05
O -4.24 -7.31 1.57
C -3.11 -7.56 2.43
H -1.53 -5.47 -2.16
H -1.92 -7.16 -1.78
H -0.43 -6.50 -1.08
H -3.95 -6.67 -0.90
H -3.75 -4.90 -0.82
H -5.37 -5.78 0.71
H -4.08 -5.29 1.83
H -2.24 -7.09 1.97
H -2.91 -8.62 2.63
H -3.37 -7.17 3.41
C 6.31 -1.87 -2.17
O 5.08 -1.36 -2.81
C 5.08 0.08 -2.91
C 4.17 0.35 -4.19
O 4.93 0.36 -5.38
C 5.11 -0.98 -5.85
H 7.21 -1.82 -2.79
H 6.07 -2.82 -1.70
H 6.53 -1.14 -1.40
H 6.08 0.47 -3.09
H 4.63 0.47 -1.99
H 3.79 1.33 -3.90
H 3.24 -0.20 -4.34
H 5.37 -0.83 -6.90
H 4.21 -1.58 -5.72
H 5.96 -1.51 -5.42
*
```

These are the Löwdin partial charges, in e, on atoms 1 to 6:
1 C -0.156
2 C -0.120
3 C -0.159
4 O -0.132
5 C -0.257
6 H 0.107

Record 2
A molecular structure, C36H90F12MnN6O12P2 in a non-equilibrium geometry. Source: the OMol25 dataset; level of theory: ωB97M-V/def2-TZVPD.

<S²>: 8.753
Total energy, eV: -154806.28993
HOMO (alpha / beta), hartree: -0.240 / -0.240

The geometry in ORCA input format:
```
! wB97M-V def2-TZVPD RIJCOSX def2/J DEFGRID3
* xyz 0 6
Mn -24.61 -14.19 7.04
P -21.86 -15.87 5.81
F -20.42 -15.19 6.10
F -22.56 -14.53 6.38
F -21.75 -15.14 4.40
F -23.27 -16.50 5.36
F -21.09 -17.05 5.14
F -21.93 -16.41 7.36
P -26.86 -19.15 4.13
F -27.63 -17.79 4.49
F -25.51 -18.34 4.59
F -27.00 -19.54 5.76
F -26.12 -20.57 3.79
F -28.37 -19.74 3.70
F -26.65 -18.59 2.63
C -26.39 -10.97 6.96
O -25.31 -11.81 7.28
C -24.58 -11.41 8.45
C -23.36 -12.29 8.67
N -23.92 -13.54 8.95
C -22.99 -14.58 9.42
C -23.82 -15.96 9.34
O -24.59 -16.07 8.18
C -25.38 -17.25 8.03
H -27.30 -11.25 7.49
H -26.67 -11.18 5.93
H -26.31 -9.89 7.09
H -25.28 -11.25 9.27
H -24.04 -10.47 8.37
H -22.89 -11.83 9.54
H -22.55 -12.25 7.94
H -24.35 -13.20 9.80
H -22.67 -14.26 10.41
H -22.07 -14.77 8.86
H -24.48 -15.89 10.20
H -23.16 -16.80 9.54
H -26.29 -17.31 8.62
H -24.90 -18.17 8.39
H -25.69 -17.43 7.00
C -18.49 -17.83 7.90
O -17.48 -17.86 6.91
C -17.31 -16.58 6.29
C -15.97 -16.61 5.54
N -15.85 -17.91 4.81
C -14.81 -17.96 3.93
C -14.67 -19.48 3.30
O -14.96 -20.41 4.33
C -14.75 -21.77 4.06
H -18.82 -18.85 8.09
H -19.43 -17.34 7.63
H -18.21 -17.38 8.85
H -17.19 -15.67 6.88
H -18.11 -16.34 5.60
H -15.04 -16.50 6.11
H -15.94 -15.72 4.92
H -15.77 -18.63 5.51
H -13.93 -17.43 4.30
H -14.95 -17.27 3.09
H -13.67 -19.68 2.93
H -15.22 -19.59 2.37
H -14.64 -22.31 5.00
H -13.77 -21.88 3.59
H -15.50 -22.19 3.39
C -19.13 -23.18 3.88
O -19.56 -21.88 4.14
C -18.45 -21.03 4.44
C -19.11 -19.72 5.01
N -20.45 -19.44 4.37
C -20.26 -18.97 2.91
C -21.58 -18.73 2.32
O -22.58 -19.74 2.61
C -23.75 -19.49 1.86
H -18.80 -23.62 4.82
H -18.38 -23.09 3.09
H -19.97 -23.75 3.46
H -17.98 -20.89 3.47
H -17.78 -21.48 5.19
H -18.49 -18.84 4.82
H -18.97 -19.70 6.09
H -20.62 -18.58 4.88
H -19.92 -19.86 2.38
H -19.54 -18.16 2.85
H -21.54 -18.88 1.24
H -21.86 -17.68 2.48
H -24.50 -20.26 1.96
H -23.63 -19.36 0.79
H -24.15 -18.54 2.23
C -20.28 -12.45 12.12
O -19.77 -13.10 11.01
C -18.51 -12.50 10.55
C -17.75 -13.23 9.43
N -18.66 -13.49 8.33
C -18.91 -12.18 7.73
C -19.29 -12.21 6.27
O -19.25 -10.85 5.69
C -17.91 -10.39 5.33
H -21.29 -12.80 12.34
H -20.43 -11.41 11.82
H -19.71 -12.50 13.04
H -17.80 -12.48 11.38
H -18.86 -11.56 10.14
H -17.33 -14.17 9.78
H -16.76 -12.81 9.24
H -19.43 -13.91 8.82
H -18.08 -11.48 7.85
H -19.63 -11.56 8.27
H -20.29 -12.62 6.39
H -18.66 -12.97 5.80
H -17.53 -10.76 4.38
H -17.20 -10.64 6.12
H -18.00 -9.31 5.26
C -27.37 -13.58 9.21
O -26.96 -13.98 7.96
C -28.04 -14.39 7.09
C -27.41 -14.48 5.69
N -26.05 -15.00 5.58
C -25.59 -14.58 4.26
C -24.99 -13.24 4.26
O -24.17 -13.05 5.41
C -23.17 -12.03 5.14
H -27.91 -12.64 9.11
H -26.51 -13.50 9.88
H -28.13 -14.27 9.57
H -28.86 -13.69 6.91
H -28.51 -15.34 7.36
H -27.58 -13.49 5.26
H -28.06 -15.21 5.20
H -26.10 -15.96 5.25
H -26.45 -14.74 3.60
H -24.87 -15.31 3.88
H -25.90 -12.62 4.22
H -24.51 -12.93 3.33
H -22.25 -11.83 5.70
H -23.39 -11.19 4.48
H -22.55 -12.63 4.48
C -22.33 -24.54 5.01
O -22.33 -23.23 4.40
C -23.75 -22.73 4.25
C -24.12 -21.80 5.47
N -23.36 -20.57 5.19
C -23.02 -19.89 6.43
C -22.00 -20.67 7.36
O -21.19 -21.53 6.55
C -20.46 -22.36 7.31
H -21.29 -24.74 5.23
H -22.80 -25.40 4.52
H -22.92 -24.29 5.89
H -24.66 -23.32 4.19
H -23.68 -22.14 3.33
H -23.85 -22.32 6.39
H -25.19 -21.58 5.45
H -24.15 -20.01 4.91
H -23.97 -19.67 6.92
H -22.59 -18.94 6.12
H -22.73 -21.24 7.93
H -21.32 -20.07 7.97
H -20.90 -23.16 7.92
H -19.85 -21.82 8.04
H -19.65 -22.88 6.79
*
```

These are the Löwdin partial charges, in e, on atoms 1 to 6:
1 Mn 0.994
2 P 0.166
3 F -0.149
4 F -0.177
5 F -0.127
6 F -0.106

Record 3
A molecular structure, C36H90F2N7NaO20S3Sn in a non-equilibrium geometry. Source: the OMol25 dataset; level of theory: ωB97M-V/def2-TZVPD.

Total energy, eV: -138355.29888
HOMO, hartree: -0.308

The geometry in ORCA input format:
```
! wB97M-V def2-TZVPD RIJCOSX def2/J DEFGRID3
* xyz 0 1
Sn 54.83 -2.27 -11.16
Na 58.35 2.61 -10.51
S 56.10 0.93 -10.52
O 56.90 -0.30 -10.80
O 56.24 1.98 -11.55
O 54.71 0.48 -10.36
O 56.64 1.48 -9.25
N 56.91 -4.25 -10.84
S 56.91 -5.85 -11.04
O 57.44 -6.57 -9.94
O 57.12 -6.30 -12.37
F 55.31 -6.04 -10.88
S 58.54 -3.95 -11.04
O 59.07 -4.14 -12.33
O 59.24 -4.26 -9.85
F 58.38 -2.37 -10.91
C 56.81 3.74 -14.30
O 57.17 5.07 -14.62
C 58.04 5.14 -15.71
C 58.47 6.56 -15.93
N 59.34 7.00 -14.85
C 59.90 8.34 -15.05
C 60.81 8.65 -13.90
O 59.99 9.05 -12.82
C 60.66 9.21 -11.60
H 56.14 3.31 -15.07
H 56.26 3.67 -13.37
H 57.77 3.22 -14.19
H 57.55 4.78 -16.63
H 58.91 4.48 -15.60
H 57.59 7.23 -16.00
H 58.92 6.68 -16.92
H 58.77 7.05 -14.02
H 59.12 9.10 -15.25
H 60.44 8.34 -16.00
H 61.42 9.54 -14.16
H 61.49 7.83 -13.66
H 61.33 10.08 -11.62
H 61.23 8.33 -11.29
H 59.91 9.42 -10.83
C 50.94 2.30 -13.51
O 52.05 1.83 -14.24
C 53.05 1.30 -13.42
C 54.05 0.54 -14.25
N 55.09 -0.04 -13.42
C 56.29 -0.49 -14.09
C 56.01 -1.66 -15.01
O 55.58 -2.72 -14.15
C 55.35 -3.92 -14.84
H 51.27 3.01 -12.74
H 50.42 1.50 -12.98
H 50.23 2.79 -14.18
H 52.66 0.70 -12.59
H 53.59 2.12 -12.91
H 54.44 1.22 -15.03
H 53.57 -0.25 -14.83
H 55.42 0.68 -12.78
H 57.06 -0.84 -13.41
H 56.72 0.33 -14.69
H 56.94 -1.95 -15.52
H 55.25 -1.44 -15.77
H 55.23 -4.79 -14.18
H 56.20 -4.19 -15.48
H 54.43 -3.90 -15.43
C 59.83 2.20 -7.80
O 60.31 1.85 -9.09
C 60.33 0.45 -9.39
C 60.71 0.34 -10.85
N 59.57 0.67 -11.73
C 59.83 0.32 -13.12
C 59.81 -1.17 -13.44
O 59.99 -1.31 -14.83
C 59.71 -2.61 -15.31
H 59.88 3.29 -7.76
H 60.52 1.80 -7.04
H 58.78 1.95 -7.63
H 59.34 0.03 -9.17
H 61.13 -0.02 -8.81
H 61.11 -0.67 -11.00
H 61.49 1.08 -11.06
H 58.79 0.09 -11.41
H 60.70 0.79 -13.57
H 59.01 0.75 -13.71
H 58.85 -1.61 -13.13
H 60.59 -1.70 -12.88
H 59.61 -2.54 -16.40
H 58.86 -3.04 -14.80
H 60.57 -3.27 -15.17
C 50.22 3.13 -9.55
O 49.92 1.91 -10.21
C 51.01 1.03 -10.28
C 51.38 0.38 -8.95
N 52.52 -0.52 -9.15
C 53.11 -0.85 -7.87
C 52.25 -1.72 -6.97
O 51.48 -0.87 -6.13
C 50.98 -1.48 -4.98
H 49.45 3.84 -9.82
H 51.18 3.52 -9.92
H 50.31 3.01 -8.47
H 51.89 1.55 -10.69
H 50.74 0.17 -10.90
H 50.51 -0.11 -8.49
H 51.60 1.14 -8.18
H 53.20 0.02 -9.67
H 53.44 0.05 -7.32
H 54.07 -1.36 -8.03
H 52.86 -2.39 -6.35
H 51.60 -2.33 -7.62
H 50.59 -2.50 -5.12
H 50.16 -0.86 -4.61
H 51.75 -1.50 -4.20
C 55.80 -0.44 -4.96
O 56.67 -1.23 -5.71
C 56.81 -0.81 -7.06
C 57.30 -1.99 -7.89
N 56.22 -2.78 -8.47
C 55.49 -3.57 -7.49
C 54.47 -4.47 -8.15
O 53.55 -3.70 -8.92
C 52.63 -4.50 -9.65
H 54.84 -0.31 -5.49
H 56.14 0.59 -4.77
H 55.54 -0.93 -4.02
H 57.58 -0.03 -7.12
H 55.88 -0.39 -7.44
H 57.92 -2.64 -7.25
H 57.95 -1.59 -8.67
H 56.57 -3.37 -9.21
H 55.03 -2.92 -6.74
H 56.19 -4.22 -6.95
H 53.91 -5.05 -7.41
H 55.07 -5.15 -8.77
H 53.20 -5.12 -10.35
H 51.93 -3.83 -10.15
H 52.05 -5.19 -9.03
C 53.29 2.27 -4.63
O 54.33 3.02 -5.22
C 54.39 2.86 -6.61
C 55.18 3.99 -7.26
N 55.31 3.87 -8.70
C 54.02 3.77 -9.42
C 53.99 4.65 -10.67
O 53.44 5.94 -10.44
C 54.36 6.82 -9.83
H 52.31 2.53 -5.05
H 53.30 2.42 -3.55
H 53.44 1.19 -4.78
H 53.36 2.90 -7.01
H 54.83 1.91 -6.95
H 56.17 4.05 -6.80
H 54.68 4.94 -7.03
H 55.79 2.98 -8.88
H 53.19 4.10 -8.79
H 53.88 2.73 -9.72
H 53.33 4.25 -11.44
H 55.01 4.71 -11.07
H 53.91 7.81 -9.76
H 55.27 6.87 -10.44
H 54.65 6.50 -8.83
*
```

These are the Löwdin partial charges, in e, on atoms 1 to 6:
1 Sn 1.699
2 Na 0.499
3 S 0.245
4 O -0.442
5 O -0.345
6 O -0.441